Entry from the Open Molecules 2025 dataset: a molecular structure, C12H13LaNP in a non-equilibrium geometry (the ωB97M-V functional and the def2-TZVPD basis).

Last column: Löwdin charge in e.
Atoms and positions in Å:
C1 4.73520 1.59343 1.08114  -0.33
H1 -2.78042 0.13719 -1.85791  0.13
C2 -4.55290 -1.09070 -1.54149  -0.06
H2 5.09081 -0.22068 -1.92634  0.08
H3 -6.11745 -2.47112 -1.01250  0.11
N1 -0.05185 -0.73624 -0.01423  -0.02
C3 -2.97109 -2.58505 0.25576  -0.01
C4 -3.23176 -0.72066 -1.34651  -0.01
H4 -5.15714 -0.50961 -2.23370  0.11
H5 5.55019 1.90910 1.77927  0.08
H6 -4.70466 -3.78457 0.57834  0.11
P1 0.10094 2.60843 1.73972  0.56
C5 3.43377 1.96285 1.33201  -0.46
C6 -1.15354 -1.08529 -0.20290  -0.12
C7 3.13386 0.52693 -1.39941  -0.44
C8 4.47494 0.32776 -1.16940  -0.32
H7 3.19108 2.54717 2.23457  -0.05
La1 1.82030 0.72638 0.35352  1.36
H8 0.83808 3.59057 2.55517  -0.09
H9 -0.68063 3.40213 0.78409  -0.13
H10 2.49970 0.17730 -2.24881  -0.01
C9 -2.45996 -1.47837 -0.44487  -0.23
C10 -4.29632 -2.93261 0.04098  -0.06
H11 -2.32301 -3.13106 0.95004  0.13
H12 -0.89125 1.99999 2.64295  -0.12
H13 6.33824 0.61839 -0.05138  0.07
C11 -5.07836 -2.18955 -0.85138  -0.05
C12 5.24321 0.80788 -0.02674  -0.20

Atoms 1-3, force components in eV/Å:
1.348 -0.515 -0.357
-0.256 -0.410 0.203
0.049 -0.077 0.056

Output
- ΔE to the lowest compared entry with this formula, charge and spin: 18.4 kcal per mole
- Frontier orbital gap: 3.73 eV
- Total energy: -24285.041 eV
- HOMO level: -0.1757 Eh